Computed, not measured: C61H83AsBBrNO7SiTl as an isolated structure, with ωB97M-V/def2-TZVPD.

```
! wB97M-V def2-TZVPD RIJCOSX def2/J DEFGRID3
* xyz -2 1
Tl -0.329 0.036 -0.166
O 0.472 -2.205 2.352
C -0.245 -1.977 3.590
C -1.504 -1.120 3.265
C -1.537 0.404 3.083
C -2.158 1.112 4.099
C -2.442 2.497 3.861
C -2.268 3.033 2.643
C -1.798 2.196 1.491
C -0.999 3.022 0.462
C 0.538 3.203 0.561
O 1.206 2.025 0.266
C 0.960 4.255 -0.501
C 0.121 4.699 -1.520
C 0.561 5.614 -2.476
C 1.866 6.081 -2.453
C 2.731 5.613 -1.463
C 2.280 4.720 -0.504
C 0.847 3.824 1.948
C 0.609 5.178 2.201
C 0.774 5.714 3.472
C 1.172 4.899 4.524
C 1.425 3.555 4.278
C 1.278 3.032 2.998
N -1.168 0.943 1.912
C -0.704 -3.383 4.054
C -1.787 -4.000 3.427
C -2.139 -5.309 3.729
C -1.407 -6.037 4.657
C -0.321 -5.440 5.276
C 0.029 -4.128 4.975
C 0.671 -1.349 4.623
C 0.228 -1.242 5.941
C 1.074 -0.781 6.937
C 2.377 -0.411 6.624
C 2.807 -0.471 5.308
C 1.955 -0.930 4.310
H -2.203 -1.350 4.070
H -1.927 -1.512 2.336
H -2.407 0.634 5.040
H -2.800 3.117 4.679
H -2.493 4.079 2.447
H -1.492 3.999 0.418
H -1.181 2.522 -0.492
H -0.901 4.334 -1.564
H -0.122 5.953 -3.250
H 2.211 6.790 -3.198
H 3.760 5.958 -1.438
H 2.953 4.364 0.270
H 0.272 5.823 1.396
H 0.584 6.769 3.642
H 1.279 5.308 5.523
H 1.707 2.901 5.091
H 1.459 1.990 2.788
H -2.357 -3.457 2.684
H -2.982 -5.768 3.225
H -1.679 -7.060 4.890
H 0.271 -6.002 5.990
H 0.889 -3.682 5.455
H -0.783 -1.550 6.191
H 0.715 -0.712 7.957
H 3.041 -0.044 7.398
H 3.803 -0.138 5.043
H 2.299 -0.959 3.282
O -2.630 1.022 -0.410
O -2.996 1.855 0.748
O 1.550 -2.705 -2.684
H 1.202 -2.910 -1.806
H 1.085 -1.882 -2.891
C 1.770 3.115 -4.793
C 2.636 2.738 -3.594
As 2.206 0.959 -2.872
C 3.139 -0.101 -4.285
C 4.455 0.445 -4.832
C 3.618 0.986 -1.508
C 3.756 -0.339 -0.754
H 2.054 4.093 -5.194
H 0.716 3.166 -4.502
H 1.852 2.380 -5.603
H 2.460 3.432 -2.773
H 3.698 2.789 -3.838
H 2.415 -0.228 -5.095
H 3.294 -1.094 -3.855
H 4.304 1.358 -5.416
H 4.941 -0.287 -5.487
H 5.158 0.680 -4.026
H 3.289 1.763 -0.811
H 4.565 1.290 -1.964
H 2.836 -0.535 -0.194
H 4.582 -0.296 -0.036
H 3.929 -1.185 -1.423
C -1.947 1.295 -5.829
C -3.361 0.836 -5.436
C -3.873 1.835 -4.384
C -4.283 0.924 -6.665
Si -3.340 -0.951 -4.711
Br -1.374 -1.133 -3.628
C -3.203 -2.310 -6.094
C -2.138 -1.894 -7.124
C -2.748 -3.670 -5.532
C -4.544 -2.525 -6.816
C -4.732 -1.287 -3.456
C -4.679 -2.761 -3.015
C -6.112 -1.021 -4.085
C -4.577 -0.417 -2.193
H -2.009 2.295 -6.282
H -1.466 0.626 -6.549
H -1.297 1.364 -4.957
H -3.801 2.850 -4.799
H -3.280 1.806 -3.463
H -4.919 1.663 -4.123
H -4.348 1.969 -6.995
H -5.301 0.586 -6.433
H -3.918 0.335 -7.510
H -1.169 -1.733 -6.641
H -2.405 -0.987 -7.670
H -2.016 -2.700 -7.861
H -1.788 -3.596 -5.018
H -2.628 -4.372 -6.372
H -3.471 -4.104 -4.839
H -4.946 -1.598 -7.240
H -5.298 -2.941 -6.138
H -4.411 -3.241 -7.639
H -4.960 -3.446 -3.822
H -5.389 -2.909 -2.192
H -3.685 -3.037 -2.647
H -6.306 -1.648 -4.964
H -6.230 0.025 -4.386
H -6.890 -1.237 -3.341
H -3.580 -0.413 -1.743
H -5.261 -0.797 -1.422
H -4.842 0.625 -2.366
C 3.677 -8.626 -0.310
C 4.742 -7.529 -0.154
C 6.010 -8.168 0.413
C 5.083 -6.949 -1.537
C 4.195 -6.431 0.764
C 4.716 -6.200 2.035
C 4.195 -5.232 2.901
C 3.130 -4.505 2.452
O 2.429 -3.513 3.080
B 1.422 -3.137 2.178
O 1.552 -3.865 0.978
C 2.607 -4.716 1.184
C 3.106 -5.660 0.328
H 4.026 -9.407 -0.995
H 2.743 -8.217 -0.700
H 3.462 -9.085 0.660
H 6.362 -8.941 -0.275
H 5.825 -8.641 1.382
H 6.808 -7.429 0.532
H 5.524 -7.723 -2.173
H 5.799 -6.127 -1.440
H 4.200 -6.556 -2.046
H 5.568 -6.772 2.380
H 4.624 -5.060 3.881
H 2.660 -5.777 -0.654
*
```

These are the Löwdin partial charges, in e, on atoms 1 to 5:
1. Tl 0.76
2. O 0.14
3. C -0.29
4. C -0.04
5. C -0.31

Computed, not measured: C35H38BN7O5Ta as an isolated structure, with ωB97M-V/def2-TZVPD.

```
! wB97M-V def2-TZVPD RIJCOSX def2/J DEFGRID3
* xyz 1 1
Ta 0.009 0.408 0.363
C 2.570 -0.927 4.559
C 2.205 0.312 3.731
C 3.022 0.375 2.454
C 0.696 0.442 3.645
C -0.057 0.694 4.782
C -1.368 0.746 4.372
N -1.416 0.535 3.064
N -0.151 0.340 2.575
B -2.674 0.584 2.179
N -2.765 -0.705 1.401
C -3.674 -1.670 1.506
C -3.356 -2.662 0.611
C -2.202 -2.224 -0.037
N -1.832 -1.010 0.453
C -1.518 -2.954 -1.140
C -1.084 -4.351 -0.695
C -2.401 -3.010 -2.389
N -2.593 1.757 1.188
C -3.282 2.888 1.320
C -2.970 3.718 0.277
C -2.043 3.028 -0.498
N -1.802 1.810 0.061
C -1.564 3.658 -1.794
C -2.709 3.626 -2.816
C -0.284 3.177 -2.461
H 3.638 -0.916 4.786
H 2.024 -0.960 5.502
H 2.355 -1.841 4.011
H 2.495 1.180 4.329
H 2.861 -0.481 1.801
H 2.837 1.293 1.908
H 4.083 0.375 2.714
H 0.325 0.827 5.782
H -2.279 0.927 4.923
H -3.628 0.723 2.894
H -4.484 -1.581 2.214
H -3.890 -3.582 0.437
H -0.633 -2.406 -1.374
H -1.943 -4.949 -0.376
H -0.602 -4.875 -1.524
H -0.376 -4.300 0.135
H -3.298 -3.610 -2.209
H -2.734 -2.015 -2.703
H -1.852 -3.461 -3.220
H -3.962 3.014 2.150
H -3.362 4.703 0.079
H -1.401 4.700 -1.516
H -2.929 2.594 -3.105
H -3.622 4.064 -2.415
H -2.431 4.180 -3.715
H -0.504 2.396 -3.194
H 0.161 3.985 -3.042
H 0.477 2.848 -1.757
O 4.582 4.680 0.037
C 3.598 4.021 -0.053
C 2.273 4.214 0.757
O 1.892 5.201 1.309
C 1.593 2.894 0.590
C 2.226 2.148 -0.325
O 1.615 0.951 -0.531
C 3.422 2.730 -0.920
O 4.098 2.375 -1.842
O 0.527 2.385 1.139
N -0.377 0.109 -1.800
C 0.388 -0.754 -2.723
C 0.016 -0.621 -4.053
C 0.629 -1.371 -5.036
C 1.608 -2.278 -4.658
C 1.961 -2.402 -3.328
C 1.396 -1.621 -2.311
C 1.752 -1.935 -0.886
C 2.823 -2.787 -0.639
C 2.997 -3.404 0.594
C 2.083 -3.183 1.605
C 1.104 -2.213 1.430
C 0.961 -1.533 0.216
H -1.376 -0.037 -1.940
H -0.178 1.055 -2.117
H -0.768 0.084 -4.315
H 0.335 -1.261 -6.072
H 2.088 -2.910 -5.395
H 2.684 -3.160 -3.069
H 3.537 -3.003 -1.422
H 3.830 -4.080 0.739
H 2.153 -3.724 2.540
H 0.444 -1.989 2.256
*
```

These are the Löwdin partial charges, in e, on atoms 1 to 5:
1. Ta 2.00
2. C -0.04
3. C -0.33
4. C -0.03
5. C -0.21

Computed, not measured: C2H7N3O as an isolated structure, with ωB97M-V/def2-TZVPD.

```
! wB97M-V def2-TZVPD RIJCOSX def2/J DEFGRID3
* xyz 0 1
C -1.306 1.036 -0.459
N -0.581 -0.162 -0.638
C 0.677 -0.269 0.066
N 1.540 -1.090 -0.635
O -0.610 -1.428 0.608
N 1.240 0.634 0.832
H -0.606 -1.203 1.551
H 1.148 -1.905 -1.080
H 2.512 -0.991 -0.387
H 0.579 1.246 1.298
H -2.181 0.843 0.173
H -0.786 1.846 0.089
H -1.626 1.441 -1.419
*
```

These are the natural (NBO) partial charges, in e, on atoms 1 to 5:
1. C -0.49
2. N -0.06
3. C 0.57
4. N -0.84
5. O -0.64

Computed, not measured: a 5-piece molecular cluster, H10O5 overall, with ωB97M-V/def2-TZVPD.

Computed properties:
Structure (SMILES): O.O.O.O.O

```
! wB97M-V def2-TZVPD RIJCOSX def2/J DEFGRID3
* xyz 0 1
O 1.091 25.667 0.888
H 1.925 25.424 1.294
H 1.212 25.585 -0.037
O -2.862 24.945 -3.619
H -2.151 25.198 -3.022
H -2.319 24.769 -4.386
O 1.094 26.226 -1.715
H 0.588 26.128 -2.582
H 2.057 26.233 -1.710
O -0.146 25.408 -3.991
H -0.433 25.066 -4.857
H 0.427 24.721 -3.691
O 3.818 25.443 -1.478
H 4.376 25.132 -0.770
H 4.344 25.323 -2.274
*
```

These are the natural (NBO) partial charges, in e, on atoms 1 to 5:
1. O -0.95
2. H 0.45
3. H 0.48
4. O -0.92
5. H 0.48

Number 1: E_HOMO -0.7 eV, F_max 0.5 eV/A, HOMO-LUMO gap 4.117 eV. Number 2: E_HOMO -11.3 eV, F_max 1.6 eV/A, HOMO-LUMO gap 7.150 eV. Number 3: E_HOMO -8.6 eV, F_max 4.6 eV/A, HOMO-LUMO gap 7.874 eV. Number 4: E_HOMO -10.5 eV, F_max 2.6 eV/A, HOMO-LUMO gap 10.566 eV.